(1)
Formula: C9H5Cl9Cr2O4
Source: the OMol25 dataset
Level of theory: ωB97M-V/def2-TZVPD

Structure (ORCA input):
```
! RIJCOSX wB97M-V def2-TZVPD def2/J DEFGRID3
* xyz 2 9
Cr 1.934 -1.328 -1.880
Cr -4.662 -1.123 0.938
C -0.670 -0.357 0.893
C 0.147 -0.205 -0.211
C -0.458 0.002 -1.613
O 0.370 -0.193 -2.552
C -1.834 0.136 -1.727
C -2.642 -0.030 -0.620
C -2.044 -0.337 0.728
O -2.826 -0.477 1.721
O -3.906 -0.157 -0.773
O 1.408 -0.394 -0.224
H -0.175 -0.388 1.855
H -2.291 0.168 -2.707
C 3.492 -1.546 1.893
Cl 2.643 -0.590 3.092
Cl 4.331 -2.879 2.662
Cl 4.639 -0.501 0.993
H 2.809 -1.996 1.185
C -0.555 1.058 4.758
Cl -2.146 1.612 4.144
Cl -0.678 0.734 6.480
Cl 0.668 2.244 4.339
H -0.345 0.122 4.257
C 0.467 1.284 -5.436
Cl 0.713 -0.317 -6.177
Cl -0.133 2.416 -6.623
Cl 1.996 1.878 -4.757
H -0.252 1.163 -4.639
*
```

Its energy relative to the best compared isomer or geometry (same formula, charge and spin) is 4.10 kcal/mol. The calculation puts the lowest unoccupied orbital energy (alpha / beta) at -9.45 / -9.12 eV.

***

(2)
Formula: C15H29BrNO
Source: the OMol25 dataset
Level of theory: ωB97M-V/def2-TZVPD

Structure (ORCA input):
```
! RIJCOSX wB97M-V def2-TZVPD def2/J DEFGRID3
* xyz 0 2
C 4.524 0.657 -0.843
C 3.506 1.419 0.074
C 3.264 0.702 1.434
C 2.045 1.318 2.219
C 0.720 0.927 1.440
C -0.078 -0.159 2.214
C -1.377 -0.649 1.458
Br -2.545 -1.380 2.931
C -1.043 -1.873 0.534
C -1.222 -1.676 -1.008
C 0.167 -1.397 -1.712
C -1.655 -3.091 -1.565
N -2.281 -0.745 -1.420
O -3.450 -1.271 -1.458
C -2.248 0.565 -0.758
C -3.614 1.274 -1.119
C -1.144 1.539 -1.280
C -2.201 0.518 0.810
H 5.368 0.268 -0.249
H 4.883 1.381 -1.604
H 4.028 -0.151 -1.415
H 3.834 2.458 0.257
H 2.563 1.477 -0.513
H 4.174 0.850 2.050
H 3.046 -0.379 1.294
H 2.201 2.414 2.223
H 1.985 0.914 3.244
H 1.057 0.480 0.489
H 0.169 1.872 1.295
H -0.420 0.274 3.176
H 0.607 -1.008 2.392
H -1.600 -2.771 0.852
H 0.028 -2.120 0.699
H 0.591 -2.372 -2.025
H 0.028 -0.824 -2.649
H 0.910 -0.944 -1.034
H -0.815 -3.814 -1.501
H -2.450 -3.520 -0.923
H -2.043 -3.031 -2.595
H -4.457 0.879 -0.538
H -3.456 2.351 -0.894
H -3.775 1.219 -2.211
H -1.238 2.463 -0.672
H -0.112 1.184 -1.141
H -1.347 1.859 -2.322
H -1.873 1.495 1.213
H -3.251 0.416 1.148
*
```

The calculation puts the lowest unoccupied orbital energy (alpha / beta) at 0.74 / 0.19 eV.

***

(3)
Formula: C26H30BrIrN4O2
Source: the OMol25 dataset
Level of theory: ωB97M-V/def2-TZVPD

Structure (ORCA input):
```
! RIJCOSX wB97M-V def2-TZVPD def2/J DEFGRID3
* xyz 3 2
Ir -0.962 0.593 -0.391
Br -2.877 -4.622 -5.098
C -2.014 -3.280 -4.120
C -1.728 -3.488 -2.773
C -1.099 -2.496 -2.042
C -0.743 -1.312 -2.675
C -1.020 -1.097 -4.017
C -1.659 -2.090 -4.743
N -0.067 -0.300 -1.918
C 1.105 0.118 -2.234
C 1.659 1.187 -1.414
C 2.886 1.784 -1.599
C 3.269 2.796 -0.721
C 2.406 3.166 0.295
C 1.184 2.516 0.426
N 0.826 1.543 -0.407
H -1.980 -4.435 -2.316
H -0.836 -2.644 -1.002
H -0.739 -0.166 -4.493
H -1.873 -1.945 -5.793
H 1.642 -0.319 -3.069
H 3.528 1.469 -2.412
H 4.228 3.284 -0.835
H 2.667 3.947 0.996
H 0.491 2.763 1.220
O -2.367 1.845 -1.770
C -3.308 1.224 -1.230
O -3.072 0.311 -0.367
C -4.741 1.572 -1.559
N -4.768 2.552 -2.712
C -5.749 3.675 -2.364
C -6.522 3.125 -1.176
C -5.479 2.299 -0.427
H -5.281 0.674 -1.860
H -5.037 2.091 -3.580
H -3.815 2.908 -2.847
H -6.349 3.897 -3.241
H -5.154 4.547 -2.105
H -7.350 2.497 -1.508
H -6.935 3.928 -0.569
H -5.908 1.592 0.278
H -4.789 2.950 0.115
C -4.095 -3.821 1.793
N -2.759 -3.328 1.553
C -1.720 -4.307 1.340
C -2.536 -1.890 1.441
C -1.143 -1.466 1.841
C -0.704 -1.978 3.064
C 0.599 -1.825 3.498
C 1.495 -1.163 2.673
C 1.051 -0.584 1.496
C -0.285 -0.650 1.066
H -4.416 -4.421 0.936
H -4.784 -3.000 1.962
H -4.079 -4.484 2.663
H -2.120 -5.119 0.731
H -1.425 -4.734 2.305
H -0.846 -3.850 0.887
H -3.305 -1.407 2.048
H -2.775 -1.650 0.400
H -1.403 -2.526 3.688
H 0.914 -2.235 4.447
H 2.535 -1.073 2.956
H 1.793 -0.062 0.911
*
```

The calculation puts the lowest unoccupied orbital energy (alpha / beta) at -9.22 / -10.32 eV.